w:
Here is a cluster of 2 separate species, CH4O3 in total from OMol25. Energies are from wB97M-V/def2-TZVPD.

Positions of all 8 atoms, in Å:
O: 0.40802 0.96378 -0.81378
C: 0.89700 0.83138 0.33301
O: 0.48420 -0.00258 1.29651
H: 1.81346 1.37413 0.60177
H: -0.38254 -0.37430 0.97192
O: -1.39943 -1.25901 -0.69057
H: -2.09065 -1.74918 -1.04681
H: -0.66458 -1.85644 -0.86226

Output
* M: 64.04 g mol⁻¹
* SMILES: O=CO.O
* orbital gap: 11.001 eV
* HOMO level: -10.41 eV

---

x:
Here is a cluster of 2 separate species, CH4O3 in total from OMol25. Energies are from wB97M-V/def2-TZVPD.

Positions of all 8 atoms, in Å:
O: 2.57677 -0.17590 -0.26991
O: 3.48646 0.50835 0.13812
C: -1.17735 -0.37303 0.05216
O: -1.10354 1.02886 -0.12315
H: -2.12806 -0.71674 -0.36469
H: -1.13253 -0.67898 1.10979
H: -0.35694 -0.86934 -0.47989
H: -0.16482 1.27677 -0.06243

Output
* M: 64.04 g mol⁻¹
* SMILES: O=O.CO
* orbital gap: 7.884 eV
* HOMO level: -10.36 eV

---

Most stable = w

---

w:
Here is a cluster of 3 separate species, C4H13NO2 in total from OMol25. Energies are from wB97M-V/def2-TZVPD.

Positions of all 20 atoms, in Å:
C: 1.90581 -0.68434 1.35115
C: 1.01788 0.64498 1.24467
C: -0.28032 0.29863 0.69969
C: -0.84174 0.83906 -0.43755
N: 3.26991 -0.42716 1.60888
H: 1.48274 -1.36734 2.08728
H: 1.81688 -1.27051 0.43237
H: 1.01951 1.00662 2.27738
H: 1.56190 1.38761 0.65665
H: -0.78550 -0.45209 1.30143
H: -0.23100 1.59687 -0.90727
H: -1.74118 0.36841 -0.80318
H: 3.43884 -0.20826 2.58618
H: 3.76089 0.28143 1.05983
H: -3.90075 -2.17903 1.34618
H: -4.12142 -3.73576 1.27086
O: -4.32196 -2.88718 0.86707
H: -1.37405 1.54232 -5.37528
H: -1.01314 3.06991 -5.70426
O: -0.66329 2.17584 -5.56208

Output
* M: 107.15 g mol⁻¹
* spin multiplicity: 2
* <S²>: 0.770
* orbital gap (alpha / beta): 10.381 / 4.793 eV
* HOMO level (alpha / beta): -13.57 / -13.57 eV
* net charge: +1

---

x:
Here is a cluster of 2 separate species, C4H13NO2 in total from OMol25. Energies are from wB97M-V/def2-TZVPD.

Positions of all 20 atoms, in Å:
C: 1.51714 -0.48949 0.06746
N: 0.38672 -1.42361 0.04844
C: -0.97675 -0.09963 -1.66040
C: -0.94569 -0.91667 -0.41401
C: -1.25411 -0.03733 0.73530
O: -1.24032 -0.83572 1.95196
H: 2.31786 -0.93082 0.67376
H: 1.16796 0.40365 0.54467
H: 2.02537 -0.43130 -0.99723
H: 0.53291 -2.35590 -0.32256
H: -1.87676 0.43673 -1.67470
H: -0.83855 -0.41204 -2.75570
H: -0.15232 0.57957 -1.62520
H: -1.62765 -1.88918 -0.40442
H: -0.76487 0.94737 0.98884
H: -2.35198 0.27653 0.69748
H: -0.46771 -1.31174 1.95167
H: 1.92844 2.42239 1.33299
H: 0.94047 2.87203 0.17873
O: 1.67985 3.19518 0.68292

Output
* M: 107.15 g mol⁻¹
* spin multiplicity: 2
* <S²>: 0.754
* orbital gap (alpha / beta): 11.363 / 6.252 eV
* HOMO level (alpha / beta): -14.90 / -14.90 eV
* net charge: +1

---

y:
Here is a structure of composition C4H13NO2 from OMol25. Energies are from wB97M-V/def2-TZVPD.

Positions of all 20 atoms, in Å:
C: 1.49248 0.30823 -0.52009
N: 0.64114 -0.80045 -0.12634
C: 0.31991 1.19281 2.44589
C: -1.83112 -0.07687 2.14079
C: -0.69925 0.28352 2.88117
H: 0.91070 1.11479 -1.04214
H: 2.40073 0.03212 -0.99268
H: 1.94635 0.70006 0.41950
H: -0.12523 -0.53822 0.48615
H: 1.12381 1.33754 3.14689
H: 0.28576 1.77752 1.59499
H: -2.43085 -0.90289 2.60100
H: -2.21049 0.19558 1.16347
H: -0.70169 0.03333 4.00407
H: 0.48787 0.75139 -3.87241
H: -0.30581 -0.72465 -3.15381
O: 0.38373 0.26294 -3.02606
H: -0.84655 -2.07466 -4.01751
H: 0.15724 -1.21260 -0.98234
O: -0.99875 -1.65950 -3.15053

Output
* M: 107.15 g mol⁻¹
* spin multiplicity: 2
* <S²>: 0.762
* orbital gap (alpha / beta): 4.877 / 4.845 eV
* HOMO level (alpha / beta): -12.68 / -12.65 eV
* net charge: +1

---

z:
Here is a cluster of 2 separate species, C4H13NO2 in total from OMol25. Energies are from wB97M-V/def2-TZVPD.

Positions of all 20 atoms, in Å:
C: -0.83193 -0.04350 -1.65365
N: -0.31403 -0.80522 -0.49163
C: -1.55387 0.37901 1.35257
C: -0.22486 -0.16645 0.83037
C: 0.99057 0.81441 0.81602
O: 0.93322 1.82705 1.76612
H: -1.75184 0.46626 -1.38122
H: -0.94863 -0.81717 -2.41214
H: -0.08658 0.65005 -2.03160
H: -0.76110 -1.71219 -0.31664
H: -2.13061 0.86146 0.56474
H: -1.41356 0.99316 2.23098
H: -2.18061 -0.47443 1.62329
H: 0.08956 -0.97836 1.49615
H: 1.92763 0.24908 0.85952
H: 0.99023 1.31588 -0.15476
H: 0.91792 1.46494 2.66034
H: 1.63884 -1.18953 -1.29582
H: 2.26484 -1.40219 -2.70540
O: 2.44482 -1.43226 -1.75723

Output
* M: 107.15 g mol⁻¹
* spin multiplicity: 2
* <S²>: 0.755
* orbital gap (alpha / beta): 11.699 / 6.242 eV
* HOMO level (alpha / beta): -15.07 / -14.99 eV
* net charge: +1

---

Most stable = z

---

w:
Here is the molecule C3H5Cl2F from OMol25. Energies are from wB97M-V/def2-TZVPD.

Positions of all 11 atoms, in Å:
F: 0.57518 1.60471 -0.20964
C: 0.17690 0.36113 -0.39871
C: 1.13744 -0.49013 0.43222
Cl: 2.64134 -1.06166 -0.30593
C: -1.38652 0.35427 -0.08291
Cl: -2.01610 -1.26523 -0.22723
H: 0.39442 0.03343 -1.46286
H: 0.66309 -1.22630 0.97171
H: 1.32800 0.22938 1.16571
H: -1.66824 0.44155 0.92031
H: -1.84551 1.01885 -0.80266

Output
* M: 130.98 g mol⁻¹
* SMILES: FC(CCl)CCl
* orbital gap: 11.851 eV
* HOMO level: -10.93 eV

---

x:
Here is the molecule C3H5Cl2F from OMol25. Energies are from wB97M-V/def2-TZVPD.

Positions of all 11 atoms, in Å:
C: -1.44801 -0.07774 -0.03372
C: 0.04037 -0.48873 -0.38787
C: 1.17948 0.35794 0.27043
F: 1.00772 0.31089 1.59676
Cl: 1.19110 2.07632 -0.08901
Cl: 2.87224 -0.31453 -0.09245
H: -2.08316 0.14088 -0.94441
H: -1.98270 -0.92485 0.55063
H: -1.39065 0.86201 0.59507
H: 0.34717 -1.49934 -0.01782
H: 0.26644 -0.44285 -1.44760

Output
* M: 130.98 g mol⁻¹
* SMILES: CCC(F)(Cl)Cl
* orbital gap: 11.954 eV
* HOMO level: -11.13 eV

---

Most stable = x

---

w:
Here is the molecule C4H4S from OMol25. Energies are from wB97M-V/def2-TZVPD.

Positions of all 9 atoms, in Å:
C: -0.17482 0.83392 -2.23728
C: -0.09510 0.54440 -1.09488
C: -0.16972 -0.05564 0.10860
C: -1.55611 -0.31133 0.48825
S: 1.12037 -0.39044 1.12364
H: -0.12302 1.21782 -3.19101
H: -1.72634 -1.35828 0.76925
H: -1.88221 0.43708 1.24142
H: -2.21992 -0.11759 -0.38610

Output
* M: 84.14 g mol⁻¹
* SMILES: C#CC(C)=S
* orbital gap: 7.821 eV
* HOMO level: -8.85 eV

---

x:
Here is the molecule C4H4S from OMol25. Energies are from wB97M-V/def2-TZVPD.

Positions of all 9 atoms, in Å:
C: -0.10476 2.24354 -2.53688
S: -0.78767 2.34497 -0.96015
C: -0.57100 0.70973 -1.10437
C: -0.54711 -0.46502 -0.34665
C: -0.35161 -0.40919 0.93032
H: 0.97152 2.28355 -2.45188
H: -0.47732 -1.36879 -0.87541
H: -0.14832 -1.30145 1.41941
H: -0.30760 0.44687 1.53360

Output
* M: 84.14 g mol⁻¹
* SMILES: C#S#CC=C
* orbital gap (alpha / beta): 6.929 / 6.933 eV
* HOMO level (alpha / beta): -7.92 / -7.93 eV

---

y:
Here is a cluster of 2 separate species, C4H4S in total from OMol25. Energies are from wB97M-V/def2-TZVPD.

Positions of all 9 atoms, in Å:
C: -0.67589 1.54230 -1.18246
C: -0.56585 0.56913 -0.48232
C: 2.02411 -1.38919 0.72813
C: -0.72409 -0.56312 0.42078
S: 2.66775 -0.04229 0.23906
H: -0.55678 2.40105 -1.79262
H: 0.03452 -0.37615 1.29664
H: -0.47281 -1.50622 0.01338
H: -1.73095 -0.63551 0.75942

Output
* M: 84.14 g mol⁻¹
* orbital gap: 9.815 eV
* HOMO level: -10.07 eV

---

Most stable = w

---

w:
Here is the molecule C26H30N2O4 from OMol25. Energies are from wB97M-V/def2-TZVPD.

Positions of all 62 atoms, in Å:
C: -8.53222 -0.47957 -0.20808
C: -7.71247 0.77995 0.04918
C: -6.43822 0.51625 0.84955
C: -5.41427 -0.31520 0.08295
O: -4.24118 -0.37467 0.87270
C: -3.18970 -1.10924 0.43933
C: -2.09671 -1.18035 1.31059
C: -0.97158 -1.89420 0.97164
C: -0.90769 -2.56001 -0.25379
C: 0.24805 -3.41389 -0.61063
O: 0.13170 -4.51456 -1.10983
N: 1.50542 -2.94501 -0.29812
C: 1.93715 -1.65719 -0.01451
C: 1.34754 -0.53788 -0.48429
C: 1.75537 0.78660 -0.13134
C: 1.18470 1.88985 -0.64841
C: 1.53815 3.26379 -0.36191
C: 2.55062 3.62473 0.53278
C: 2.85134 4.95210 0.76289
C: 2.15268 5.95452 0.10857
C: 1.14512 5.61604 -0.77994
C: 0.84244 4.28922 -1.01141
C: 3.08904 -1.62646 0.95458
O: 2.94183 -2.03361 2.09298
N: 4.26245 -1.13148 0.50217
C: 4.58607 -0.81896 -0.87063
C: 5.71841 -1.74578 -1.33851
O: 6.84093 -1.65137 -0.49637
C: 6.51226 -1.99531 0.83206
C: 5.41522 -1.07968 1.38054
C: -2.00339 -2.51253 -1.10644
C: -3.13184 -1.78491 -0.77699
H: -8.75982 -0.98278 0.72881
H: -7.99674 -1.17320 -0.85098
H: -9.47013 -0.22401 -0.69551
H: -8.32502 1.49077 0.60742
H: -7.45181 1.24606 -0.90379
H: -5.96782 1.46598 1.11075
H: -6.68271 0.00034 1.77943
H: -5.19573 0.15799 -0.88503
H: -5.79405 -1.32883 -0.09575
H: -2.16532 -0.66677 2.25623
H: -0.14657 -1.95443 1.66508
H: 2.21299 -3.67060 -0.28632
H: 0.50173 -0.62974 -1.15190
H: 2.55282 0.86870 0.59237
H: 0.37818 1.76039 -1.36046
H: 3.10456 2.86063 1.05628
H: 3.63667 5.21047 1.45864
H: 2.39164 6.99158 0.29130
H: 0.59466 6.39123 -1.29315
H: 0.05492 4.03229 -1.70600
H: 3.70940 -0.94398 -1.50480
H: 4.92555 0.22183 -0.92776
H: 6.05739 -1.46151 -2.33565
H: 5.35183 -2.78448 -1.36184
H: 7.43010 -1.88929 1.41135
H: 6.17236 -3.04121 0.87634
H: 5.10036 -1.40032 2.37431
H: 5.78378 -0.04879 1.41914
H: -1.96114 -3.05083 -2.04157
H: -3.95931 -1.75867 -1.46825

Output
* M: 434.54 g mol⁻¹
* SMILES: CCCCOc1ccc(C(=O)N/C(=C/C=C/c2ccccc2)C(=O)N2CCOCC2)cc1
* orbital gap: 7.678 eV
* HOMO level: -7.69 eV

---

x:
Here is the molecule C26H30N2O4 from OMol25. Energies are from wB97M-V/def2-TZVPD.

Positions of all 62 atoms, in Å:
C: -5.81696 -0.36685 0.52700
C: -4.68545 -0.90666 1.39344
C: -3.57113 -1.57236 0.57699
C: -3.96418 -2.97837 0.13068
C: -2.27192 -1.63610 1.39880
O: -1.54124 -0.42693 1.45383
C: -0.77527 -0.02930 0.32112
C: -1.50147 0.99344 -0.54729
C: -2.63122 1.64024 -0.06648
C: -3.25096 2.62226 -0.81867
C: -2.73681 2.98312 -2.05152
C: -1.58846 2.36766 -2.52055
C: -0.96856 1.38232 -1.77273
C: -0.26623 -1.22496 -0.47325
C: 0.75972 -2.01830 0.03172
C: 1.21142 -3.12176 -0.67010
C: 0.63165 -3.46736 -1.87802
C: -0.41651 -2.70920 -2.36848
C: -0.86494 -1.60134 -1.67085
C: 0.43668 0.75360 0.94121
O: 1.41016 0.99829 -0.06416
C: 2.65956 0.55016 0.11259
N: 2.97289 -0.11233 1.21262
C: 4.22712 -0.53724 1.33136
C: 4.56801 -1.29342 2.57242
C: 5.15998 -0.28488 0.33448
C: 4.73216 0.43001 -0.78049
C: 5.65412 0.76695 -1.90480
N: 3.47672 0.84710 -0.88582
C: -0.05411 2.10462 1.49407
O: -0.64519 2.21634 2.52511
O: 0.25414 3.14700 0.72282
H: -5.43494 0.36256 -0.18436
H: -6.56762 0.11842 1.14655
H: -6.30208 -1.16632 -0.02805
H: -4.25460 -0.08468 1.96767
H: -5.08364 -1.63115 2.10787
H: -3.38050 -0.96384 -0.31186
H: -3.19190 -3.40811 -0.50459
H: -4.89376 -2.95568 -0.43145
H: -4.09942 -3.62562 0.99489
H: -1.63946 -2.45088 1.02524
H: -2.50950 -1.84332 2.44604
H: -3.00630 1.37854 0.90893
H: -4.13227 3.11284 -0.43304
H: -3.21944 3.74997 -2.63914
H: -1.16813 2.65773 -3.47240
H: -0.06351 0.92010 -2.13852
H: 1.21088 -1.78418 0.98311
H: 2.01695 -3.71674 -0.26477
H: 0.98611 -4.32747 -2.42650
H: -0.89278 -2.98020 -3.29924
H: -1.69011 -1.02982 -2.06754
H: 0.85868 0.17991 1.76956
H: 5.42608 -0.84084 3.06520
H: 4.82699 -2.32104 2.32127
H: 3.71853 -1.29319 3.24885
H: 6.17842 -0.62611 0.42318
H: 6.08615 -0.14126 -2.32086
H: 6.46830 1.39299 -1.54372
H: 5.10644 1.29711 -2.67750
H: 0.74762 2.85186 -0.06405

Output
* M: 434.54 g mol⁻¹
* SMILES: CC[C@H](C)COC(c1ccccc1)(c1ccccc1)[C@@H](Oc1nc(C)cc(C)n1)C(=O)O
* orbital gap: 9.723 eV
* HOMO level: -9.12 eV

---

Most stable = x

---

w:
Here is a cluster of 6 separate species, CH12O6 in total from OMol25. Energies are from wB97M-V/def2-TZVPD.

Positions of all 19 atoms, in Å:
C: 2.24076 0.17681 -1.80771
O: 2.85925 -0.53893 -1.06380
H: 2.70286 0.49808 -2.75835
H: 1.23480 0.53764 -1.57414
O: -0.08084 0.98209 2.96309
H: -0.35976 1.45898 2.15386
H: -0.68402 1.22793 3.66761
O: -0.93828 -2.17272 -0.29083
H: -1.51338 -2.78131 0.19204
H: -0.28895 -1.97446 0.39356
O: -0.92905 0.20466 -1.77314
H: -1.36454 0.11742 -2.59968
H: -0.95537 -0.69517 -1.37701
O: 1.31653 -1.53440 1.19759
H: 1.35063 -1.00183 1.99656
H: 1.78780 -1.05489 0.49534
O: -2.37875 2.24880 0.37634
H: -2.39741 1.54554 -0.29820
H: -1.60230 2.75576 0.10687

Output
* M: 120.10 g mol⁻¹
* SMILES: C=O.O.O.O.O.O
* orbital gap: 10.875 eV
* HOMO level: -10.42 eV

---

x:
Here is a cluster of 6 separate species, CH12O6 in total from OMol25. Energies are from wB97M-V/def2-TZVPD.

Positions of all 19 atoms, in Å:
C: -1.72669 0.33592 -2.25980
O: -1.35416 -0.60022 -1.61060
H: -2.77711 0.53365 -2.53059
H: -0.98793 1.05419 -2.65389
O: 0.16098 2.50533 -0.61186
H: -0.09840 1.88894 0.10140
H: 0.76123 3.14611 -0.21450
O: 1.83821 -1.30628 2.14516
H: 1.93635 -1.40517 3.09978
H: 2.73904 -1.29674 1.80598
O: -0.64585 -2.29502 1.13879
H: 0.31825 -2.23369 1.23512
H: -0.75489 -2.21340 0.17680
O: 1.63715 -0.05819 -1.47144
H: 1.41289 0.87597 -1.36697
H: 0.76774 -0.48440 -1.49027
O: -1.09859 0.78180 1.18997
H: -0.91402 -0.17955 1.18500
H: -1.21418 0.95074 2.13192

Output
* M: 120.10 g mol⁻¹
* SMILES: C=O.O.O.O.O.O
* orbital gap: 10.937 eV
* HOMO level: -10.49 eV

---

Most stable = x